Record 1
57
Properties=species:S:1:pos:R:3:forces:R:3 method="wB97M-V/def2-TZVPD" max_force_ev_per_a=2.6 de_lowest_kj_mol=307.71 lumo_ev=2.86 total_charge=-1 energy_ha=-1366.95057
H -0.096067 1.490236 -3.153341 -0.1470 -0.0818 0.4154
H -2.686513 -2.895263 2.279127 -0.3311 -0.3333 0.4337
H -4.051222 -0.423553 3.434810 -0.0753 0.2506 -0.2908
H 1.867035 -3.258335 0.592865 0.4248 -0.4469 0.4132
H 6.029672 -0.721645 0.164634 -0.0197 -0.3424 0.1265
C -1.551184 -1.176865 -2.711757 -0.2495 2.0024 -0.5041
O 5.909960 1.255058 -0.076438 -0.9050 0.6087 0.5042
H -4.433058 -2.094971 3.727244 0.0249 -0.0593 0.1494
H 2.305123 4.487917 -2.704279 0.6174 0.1158 -0.0725
H -1.345520 -1.686482 1.192320 -0.2683 -0.0373 0.2084
H -1.946797 2.096779 2.524059 0.1240 -0.3440 -0.3769
H 6.854523 1.248460 -0.238640 0.0079 -0.2996 0.1535
C 0.973112 1.720086 -3.161786 -0.3673 1.6112 -1.0039
O 2.513466 3.563817 -2.551327 -0.2074 0.4759 -0.6124
H 3.624740 -0.216119 1.667604 -0.1086 0.1201 0.0899
C 1.074953 -3.236669 1.343983 0.5290 1.4529 0.2682
H 0.463409 3.782539 -2.467899 -0.3218 -0.3246 -0.4669
O -4.998857 -1.412424 1.866114 0.2463 0.0058 0.0987
H -0.799321 -0.192047 -1.205101 0.2086 -0.2039 0.3854
H 1.493129 0.357541 -1.998854 0.2359 -0.6850 0.2531
F 0.738237 -0.391515 -0.337540 0.0730 0.1888 -0.0335
H -0.497475 3.691375 0.341780 0.8091 -0.0459 0.0644
H 2.385816 0.287455 -0.208113 -0.3829 -0.0657 -0.0511
C 4.011525 -0.246638 0.645142 -0.6357 0.7974 -0.8091
C -0.701729 2.732805 0.822201 -1.0970 -2.2264 0.1787
H 1.310530 -2.492141 2.111980 0.6165 -0.1017 0.1060
O 1.756324 0.571894 -2.906131 -0.5025 1.1458 0.1310
C -2.674519 -1.850807 2.609161 0.7716 -0.5314 -1.6857
H 1.194058 2.751849 -1.272044 -0.1884 -0.1260 0.1103
O 0.366782 1.908501 1.305953 0.1792 1.6282 0.4040
H 0.962519 -4.171000 1.892437 -0.5009 -0.2473 -0.5745
O -2.098184 -1.159440 1.511259 -0.7313 0.7700 0.5840
H -1.570960 -2.741066 -1.584771 -0.2377 -0.8411 0.2306
O -3.510759 -2.449140 -2.146934 -1.0706 0.1725 -0.4569
H 0.220544 -1.899412 0.273223 0.3496 0.6176 -0.4579
C -2.163495 -2.503474 -2.479925 1.6660 -0.8002 1.8686
H -5.716241 -2.002439 2.103684 -0.0046 0.0129 -0.1069
H 0.439758 1.137389 0.729052 0.0223 -0.3606 -0.2034
H -2.060893 -0.634769 -3.515325 0.2743 -0.1825 -0.4670
C -1.711343 2.992285 1.944759 0.8441 0.0468 0.7448
C 5.519801 0.107025 0.667329 0.7732 -1.4961 -1.1271
H -1.169389 2.061299 0.097881 -0.6220 0.6168 -0.3440
H -1.247386 3.681423 2.659735 0.1509 0.1240 0.0785
H -3.793121 -3.332238 -1.901060 -0.0109 0.0470 0.1202
H -1.988034 -1.787296 3.458593 -0.3598 0.0865 0.5006
O -2.874458 3.573392 1.415654 -0.5134 0.3681 -0.6750
C 1.221163 3.007813 -2.336381 0.3208 -1.5836 1.5759
H -1.918010 -3.273783 -3.215795 -0.0850 0.2732 -0.4748
H 5.909517 0.071016 1.687193 -0.1509 0.5477 0.1943
H -3.434671 3.892308 2.125534 0.0673 -0.0715 0.0684
H 1.133814 2.119047 -4.167915 0.4189 -0.7327 -0.3887
O -1.679199 -0.303941 -1.594980 -0.3352 -0.1928 -0.0639
H 3.759005 -1.218973 0.213247 0.9506 -0.6162 0.5614
C -4.083200 -1.404481 2.954991 0.3282 -0.0431 0.4486
H -0.478557 -1.284115 -2.884654 -0.0691 -0.2818 -0.6217
O 3.299958 0.609391 -0.228449 0.4477 0.6503 0.5272
O -0.058314 -2.737661 0.685894 -0.9833 -1.0323 -0.1286

=====

Record 2
55
Properties=species:S:1:pos:R:3:forces:R:3 method="wB97M-V/def2-TZVPD" max_force_ev_per_a=0.7 de_lowest_kj_mol=0.00 lumo_ev=2.83 total_charge=-1 energy_ha=-1076.36867
N 3.238838 -27.288891 8.804052 -0.3406 0.0505 0.2070
H 6.664115 -25.056786 10.668020 0.0173 0.3163 0.1162
H 4.000569 -26.865890 8.268047 -0.1242 0.0200 -0.2866
H 4.303289 -23.501792 5.592030 -0.0327 0.0103 0.0722
H 0.887278 -27.404902 6.605721 -0.1666 -0.0212 0.2117
O 6.039950 -23.462158 11.882844 0.0088 0.0023 -0.0185
C 7.343296 -23.629846 5.939757 -0.1357 -0.2378 0.5886
H 3.744865 -29.833175 7.491322 -0.0202 0.1647 -0.0704
H 3.659145 -31.885071 6.142442 0.1481 -0.0637 0.0545
O 1.062093 -27.904628 9.081691 0.1240 -0.0835 -0.1143
H 5.148194 -31.795438 7.094802 0.1698 0.0268 -0.0348
H 3.476297 -24.288403 7.874039 0.2844 0.1229 -0.2296
H 7.944382 -25.873409 8.993402 0.0222 -0.0610 0.0568
H 8.199641 -24.265319 6.176815 0.0358 0.0190 -0.1783
C 3.333954 -24.015025 5.703051 0.1828 0.4649 0.5450
O 5.184692 -26.395639 7.029372 0.1829 -0.1045 0.6896
H 8.353175 -27.507772 8.473025 -0.0665 -0.0340 0.0242
C 4.273554 -29.889873 6.531393 0.1371 -0.0748 -0.0444
H 6.574085 -22.372331 4.384299 -0.0165 -0.1326 0.0250
H 9.532065 -26.756151 10.608102 -0.0111 -0.0437 -0.0643
N 1.732096 -27.105475 7.049139 0.3607 -0.1035 0.4867
C 4.607401 -31.345224 6.264109 -0.5346 -0.0338 -0.1408
C 8.525415 -27.181686 10.589832 0.1710 -0.0623 0.4178
H 6.441866 -24.229831 6.088171 0.0240 0.0102 -0.2451
C 1.959591 -27.460912 8.364320 -0.1078 0.1139 -0.3972
H 7.316881 -23.759563 2.726369 -0.0247 -0.0020 0.0055
C 5.763056 -23.477415 9.506497 -0.0846 0.0226 0.0593
H 6.412437 -22.606831 9.619163 -0.0034 -0.0098 0.0045
H 2.648347 -23.488127 5.031243 -0.0456 -0.3664 -0.2354
H 6.090743 -26.070603 7.049498 -0.1354 0.1310 -0.4976
H 6.080272 -24.028377 8.621629 -0.0889 -0.1258 0.0313
H 4.740839 -23.144540 9.335286 0.0495 0.1710 -0.0037
H 5.163273 -31.460906 5.333480 0.1668 0.0324 0.0609
H 7.305193 -22.846817 6.701195 0.0842 0.1431 -0.1576
O 7.381477 -24.128347 3.610892 0.1028 0.0452 0.0757
H 4.124293 -25.760766 6.008933 0.4545 0.0222 -0.2873
H 2.611811 -22.810588 7.401398 0.0739 0.0044 -0.1187
H 6.034455 -26.980368 8.553242 -0.2162 -0.2566 0.1301
H 7.954762 -26.722164 11.400402 -0.0012 0.0421 -0.0639
C 5.848861 -24.327713 10.755408 0.1309 -0.4625 0.0005
H 5.252729 -28.238471 6.928017 0.1841 0.1820 -0.5083
O 6.485256 -27.294832 9.370911 0.2392 0.1504 -0.0431
H 8.331052 -22.461334 4.426338 -0.0100 -0.1239 0.0166
H 4.949795 -24.937537 10.900506 -0.0602 0.1572 -0.1382
H 8.599531 -28.246234 10.820252 -0.0410 -0.0068 -0.1072
H 3.593918 -29.537023 5.742418 -0.0586 0.0446 0.1040
H 3.385915 -27.471936 9.779220 -0.0305 -0.0305 0.0253
C 2.812735 -23.850292 7.124876 -0.3225 -0.2860 0.4821
O 5.452964 -29.118204 6.540511 -0.1011 -0.2680 0.3111
O 3.462012 -25.364915 5.359990 -0.2168 -0.1195 -0.1183
C 7.849567 -26.938385 9.266541 -0.2123 0.1422 -0.2647
H 6.037045 -24.007464 12.673918 -0.0107 0.0030 0.0057
H 1.892501 -24.430405 7.254963 -0.0887 0.2481 -0.2286
H 2.423195 -26.635649 6.479932 -0.0121 -0.0482 -0.0531
C 7.415623 -23.059606 4.550900 -0.0339 0.2989 -0.1578

=====

Record 3
57
Properties=species:S:1:pos:R:3:forces:R:3 method="wB97M-V/def2-TZVPD" max_force_ev_per_a=2.5 de_lowest_kj_mol=0.00 lumo_ev=-3.60 total_charge=+1 energy_ha=-1111.79180
O 1.750617 2.179523 2.492845 -0.4944 -0.1973 0.1036
H -1.516900 -0.494341 3.333633 -0.1230 -0.0378 -0.3510
C 1.021852 -3.979114 -1.780808 -0.1754 0.0076 0.3311
H -0.491136 5.763443 1.467763 -0.1019 -0.2550 -0.1969
C 0.441630 -1.376786 -3.485248 0.2451 1.5626 0.0200
O -0.431764 -0.178281 -0.819658 -1.1720 1.9275 0.5503
H 2.026722 -0.972814 1.790742 -0.0407 -0.0026 0.0215
H -1.846575 3.573502 -0.817059 -0.0186 0.0120 -0.1185
H -3.370995 0.529570 1.314617 0.0460 0.1841 0.1152
C 1.103223 -1.432740 -2.103369 0.0085 -1.9764 -0.0104
H -2.609691 -3.521880 -1.059709 -0.0467 -0.0489 -0.1271
O -0.887731 0.177269 3.052572 0.5877 0.7549 0.1035
H -0.023787 -2.302015 -3.810186 0.3427 -0.1427 -0.0909
H -1.420493 -3.360813 1.313674 -0.1416 -0.1035 -0.2521
O -1.253539 2.823584 -0.918603 0.2343 0.1204 0.1884
H 0.709272 -3.846215 0.375437 0.3255 0.2661 -0.1583
H 2.432442 -2.957204 -2.940844 -0.0056 0.4554 -0.1033
H -0.369235 0.378858 3.838804 -0.0450 -0.0536 0.0505
O -1.729183 3.220244 1.927605 0.8586 -1.0686 0.2752
H 3.039161 -0.576526 -2.585226 -0.0647 0.0228 -0.1220
H -2.539615 -1.815903 -1.574708 0.0080 0.0505 0.1875
H -2.589044 0.031355 0.085440 0.5202 0.0826 -0.1509
H 1.270232 3.380104 -0.956274 -0.2254 -0.1083 -0.0122
H -2.085710 -1.762978 1.057722 0.0842 0.1381 -0.2501
N 0.093660 -1.409085 -1.019147 1.8135 0.3311 1.7033
C -0.734581 -2.540786 -0.562019 -0.2701 -0.3201 -0.5262
C 2.203404 -0.375033 -1.919842 -1.3537 0.5907 -0.0003
O -2.524143 0.602325 0.862750 -0.0754 0.2642 -0.0858
C 0.149388 -3.800026 -0.564822 -0.4575 -0.7215 0.1849
H -0.331150 -0.602523 -3.523640 -0.0871 -0.0600 0.3032
C -0.137448 5.034990 2.199581 -0.1074 0.8972 0.7739
H -2.266127 3.661741 1.265294 -0.0598 -0.1443 -0.0594
H 2.378105 2.894476 2.642687 -0.1576 0.1516 -0.0329
C -1.242270 4.218118 2.834795 0.0326 0.4579 0.0202
H -0.367438 -1.993920 1.471572 -0.2271 0.2007 0.0473
O 1.442349 -0.401208 1.283121 0.3713 0.4476 0.4538
H -0.879534 3.784754 3.767766 0.0495 -0.7196 -0.3797
H 0.285772 5.645683 3.004374 0.1884 -0.0093 -0.1171
H 1.346660 -0.835381 0.414264 -0.6348 -0.1544 -0.1660
H -0.463794 -4.708633 -0.534044 -0.4066 0.2889 0.2280
H 2.560598 -0.367125 -0.892747 0.1664 -0.0219 -0.0539
H 1.208830 -0.984932 -4.158956 -0.0981 -0.6128 -0.4616
H -1.617175 -2.992007 -2.464496 -0.2820 -0.2619 -0.0284
Be -0.198839 1.480770 1.030728 -0.5401 -1.6826 -1.3483
C 1.887119 -2.767132 -2.009977 0.2144 -0.2852 -0.5462
H 2.063219 1.452926 3.041949 0.0242 -0.1308 -0.1702
O 1.510366 2.822943 -0.208193 -0.3360 -0.0242 0.2372
C -1.206633 -2.378120 0.886840 0.6628 -0.0334 0.4345
H 2.677529 -2.664610 -1.259877 -0.2264 -0.1720 0.3076
H 0.659831 4.430368 1.774557 -0.1482 -0.1485 -0.0533
H 1.758185 0.602770 -2.115037 0.3369 0.1358 -0.0583
H -2.098107 4.806675 3.176914 0.1053 0.2931 -0.3065
C -1.968305 -2.739590 -1.463499 0.5283 0.1869 -0.2244
H 0.364665 -4.178011 -2.633087 0.1407 0.1548 -0.1320
H 2.424658 3.047154 -0.006884 0.0390 -0.2331 0.0837
H 1.605915 -4.892733 -1.651350 0.1757 0.1091 -0.0764
H -1.214464 2.665322 -1.868737 0.0132 -0.3640 0.0462